{"formula": "C45H42ClCsN7O9STe", "method": "ωB97M-V with the def2-TZVPD basis set", "orbital_gap_ev": 6.6, "e_homo_ev": -5.05, "total_charge": -1, "symbols": ["Cs", "C", "C", "N", "N", "C", "N", "S", "C", "C", "C", "C", "C", "N", "H", "H", "H", "H", "H", "H", "H", "H", "H", "H", "O", "C", "C", "C", "C", "C", "C", "C", "O", "N", "O", "O", "H", "H", "H", "H", "O", "C", "O", "C", "C", "C", "C", "C", "C", "N", "C", "C", "C", "C", "C", "C", "N", "H", "H", "H", "H", "H", "H", "H", "H", "H", "H", "Cl", "C", "C", "C", "C", "O", "C", "C", "O", "C", "H", "H", "H", "H", "C", "Te", "C", "H", "H", "H", "H", "H", "H", "C", "C", "O", "C", "C", "C", "C", "C", "C", "H", "H", "H", "H", "H", "H", "H", "H"], "xyz": [[1.394014, -0.338822, -1.053246], [-2.608661, -0.600948, -4.928439], [-2.165955, -0.765697, -3.500881], [-1.842105, 0.184632, -2.715109], [-1.821612, 1.438328, -3.292612], [-2.076318, 2.563736, -2.592250], [-1.696441, 3.699786, -3.275303], [-2.821128, 2.620133, -1.117644], [-2.045347, -2.155267, -2.969577], [-3.168291, -2.958372, -2.807345], [-2.989708, -4.238755, -2.314955], [-1.705109, -4.670561, -2.020339], [-0.647891, -3.797267, -2.226079], [-0.809333, -2.560655, -2.695669], [-3.282664, 0.250713, -5.032527], [-3.108927, -1.502680, -5.274727], [-1.744021, -0.441323, -5.580966], [-1.495127, 1.523655, -4.244130], [-0.809665, 3.652759, -3.761165], [-1.814035, 4.533244, -2.721671], [-4.154648, -2.565480, -3.013475], [-3.842366, -4.885891, -2.151149], [-1.520000, -5.663564, -1.632382], [0.373211, -4.082878, -2.005543], [3.666239, 0.091101, 0.326527], [4.020342, 0.142126, 1.488688], [3.187347, 0.150981, 2.684410], [3.850696, 0.400261, 3.879444], [3.164605, 0.511427, 5.070275], [1.762179, 0.378238, 5.094984], [1.087290, 0.116303, 3.943590], [1.748608, -0.040768, 2.667960], [1.103502, -0.334801, 1.633026], [3.882374, 0.771927, 6.289099], [3.242684, 0.878662, 7.327483], [5.097725, 0.914640, 6.236855], [5.103918, 0.229368, 1.719112], [4.927019, 0.521212, 3.882067], [1.244602, 0.486435, 6.038258], [0.009029, 0.010979, 3.944273], [-2.741880, 2.006323, 5.937820], [-1.963382, 3.049172, 5.563001], [-1.796845, 3.965082, 6.321863], [-1.358467, 2.980536, 4.200110], [-0.310036, 3.849601, 3.916507], [0.286211, 3.840752, 2.667661], [-0.162276, 2.955794, 1.688481], [-1.187038, 2.060483, 1.977487], [-1.791732, 2.091705, 3.217356], [0.407886, 2.898057, 0.406835], [0.482866, 3.955747, -0.276349], [1.066859, 3.939727, -1.638395], [1.446642, 5.126219, -2.254588], [2.004939, 5.065441, -3.522968], [2.164699, 3.827686, -4.123447], [1.745572, 2.692313, -3.432541], [1.192038, 2.751132, -2.226699], [-2.764465, 1.336538, 5.240770], [0.028473, 4.524199, 4.691184], [1.122908, 4.494140, 2.453968], [-1.503325, 1.364509, 1.212200], [-2.620565, 1.414703, 3.389072], [0.112313, 4.920749, 0.090562], [1.314166, 6.071863, -1.743719], [2.318481, 5.970621, -4.027689], [2.610987, 3.731651, -5.104277], [1.861437, 1.691260, -3.843782], [6.402242, -3.202829, -6.706102], [5.198310, -2.417470, -5.704354], [4.820726, -1.094139, -5.987453], [3.874227, -0.469172, -5.228082], [3.214405, -1.107326, -4.114380], [2.315428, -0.519465, -3.458414], [3.659476, -2.453655, -3.839887], [3.164175, -3.247733, -2.739307], [2.417409, -2.910753, -1.832721], [4.625427, -3.073831, -4.653720], [5.288517, -0.577857, -6.817182], [3.580661, 0.549771, -5.453428], [3.538459, -4.295080, -2.756280], [4.921515, -4.092835, -4.428094], [1.222106, -5.346321, 0.710486], [1.314519, -3.230055, 1.039542], [0.391200, -3.349708, 2.966691], [0.186165, -5.681330, 0.673584], [1.759989, -5.886765, 1.486421], [1.699003, -5.538094, -0.250389], [1.127445, -3.519762, 3.748111], [-0.340757, -4.156824, 2.962562], [-0.108643, -2.400851, 3.151005], [-2.203327, -1.941173, 0.664879], [-3.465146, -1.133128, 0.549843], [-4.074257, -1.012347, -0.490094], [-4.010379, -0.504949, 1.803053], [-4.840656, 0.606675, 1.688264], [-5.415358, 1.165949, 2.818475], [-5.187861, 0.601182, 4.068590], [-4.355572, -0.504657, 4.189085], [-3.751248, -1.044589, 3.059924], [-1.722392, -2.072578, -0.300776], [-2.452985, -2.938286, 1.042509], [-1.486706, -1.493785, 1.354916], [-5.014037, 1.019593, 0.702545], [-6.043801, 2.042505, 2.727896], [-5.642241, 1.033949, 4.951027], [-4.175985, -0.946784, 5.161886], [-3.092507, -1.898442, 3.160085]], "atomic_forces_ev_per_a": [[-1.54, 0.58, -0.17], [0.02, 0.02, 0.01], [0.05, 0.13, -0.01], [-0.06, -0.10, -0.01], [-0.07, -0.11, -0.03], [0.13, 0.08, 0.07], [-0.09, -0.02, -0.01], [-0.03, 0.02, -0.06], [0.03, 0.03, 0.02], [0.00, 0.00, 0.01], [0.00, 0.00, 0.01], [0.00, -0.01, -0.01], [-0.02, 0.00, -0.04], [0.01, -0.01, 0.07], [0.00, 0.01, 0.00], [-0.01, 0.00, 0.00], [0.00, -0.01, 0.01], [0.03, -0.01, -0.02], [-0.04, 0.00, 0.00], [-0.01, -0.01, -0.02], [0.00, 0.00, -0.01], [0.00, 0.00, 0.00], [0.00, 0.00, 0.00], [0.00, 0.01, 0.01], [0.67, 0.08, 0.53], [-0.01, 0.07, 0.04], [0.00, 0.02, 0.00], [0.01, 0.00, 0.01], [0.00, -0.08, 0.00], [-0.01, -0.01, 0.01], [-0.01, -0.01, -0.01], [0.02, 0.03, 0.03], [-0.09, -0.03, 0.87], [-0.04, 0.33, -0.04], [0.01, -0.12, 0.01], [0.02, -0.11, 0.01], [0.00, -0.02, 0.00], [0.00, 0.00, 0.00], [0.00, 0.00, 0.00], [0.01, 0.00, 0.00], [0.01, -0.01, -0.03], [-0.04, 0.01, -0.01], [0.01, -0.03, 0.00], [0.05, 0.04, 0.01], [-0.02, -0.03, -0.02], [0.01, -0.03, -0.01], [0.01, -0.02, 0.00], [-0.01, -0.01, -0.01], [-0.02, 0.01, -0.01], [0.06, 0.05, -0.02], [-0.02, -0.04, 0.06], [-0.01, -0.03, 0.02], [-0.01, 0.01, 0.01], [0.00, 0.01, -0.01], [-0.01, -0.01, 0.00], [-0.04, 0.03, -0.03], [0.18, -0.09, 0.00], [-0.02, 0.02, 0.04], [0.00, 0.00, 0.00], [0.00, 0.00, -0.01], [0.00, 0.00, 0.01], [0.00, -0.01, 0.00], [0.02, 0.01, 0.01], [0.00, 0.00, 0.00], [0.00, 0.00, 0.00], [0.00, 0.00, 0.00], [0.03, 0.00, 0.00], [0.00, 0.00, 0.00], [-0.01, 0.00, 0.00], [0.00, 0.00, -0.01], [-0.02, 0.00, -0.02], [0.00, -0.05, -0.07], [0.56, -0.03, -1.21], [0.00, 0.01, 0.00], [-0.01, -0.01, -0.02], [0.16, -0.37, -0.20], [0.00, 0.00, -0.01], [0.00, 0.00, 0.00], [0.00, 0.00, 0.00], [0.03, 0.01, 0.02], [0.00, 0.00, 0.00], [0.02, 0.01, 0.01], [0.05, -0.23, 0.23], [0.00, -0.03, -0.02], [0.00, 0.00, 0.00], [0.00, 0.00, 0.00], [0.00, 0.00, 0.00], [0.00, -0.02, 0.00], [-0.02, 0.01, 0.00], [0.02, 0.01, -0.01], [0.08, -0.05, 0.01], [-0.05, -0.05, -0.06], [0.03, 0.02, 0.03], [0.00, -0.01, 0.00], [-0.02, -0.01, 0.00], [0.01, -0.01, 0.00], [0.02, 0.03, 0.01], [0.01, 0.00, 0.01], [0.00, 0.01, -0.01], [-0.11, 0.09, -0.04], [0.02, 0.01, 0.05], [0.02, 0.05, 0.00], [0.00, 0.00, 0.00], [0.00, 0.00, 0.00], [0.00, 0.00, -0.01], [0.00, 0.01, 0.00], [0.00, 0.00, -0.01]]}

=====

{"formula": "C45H42N2O3STeZn", "method": "ωB97M-V with the def2-TZVPD basis set", "orbital_gap_ev": 6.4, "e_homo_ev": -7.15, "symbols": ["Zn", "C", "C", "C", "C", "C", "O", "C", "C", "C", "C", "C", "C", "C", "O", "C", "C", "C", "N", "C", "C", "Te", "C", "C", "C", "C", "C", "C", "C", "C", "C", "C", "C", "C", "H", "H", "H", "H", "H", "H", "H", "H", "H", "H", "H", "H", "H", "H", "H", "H", "H", "H", "H", "H", "H", "H", "H", "H", "O", "S", "C", "C", "C", "C", "H", "H", "H", "H", "H", "H", "H", "H", "C", "C", "C", "C", "C", "C", "N", "C", "C", "C", "C", "C", "C", "H", "H", "H", "H", "H", "H", "H", "H", "H", "H"], "xyz": [[0.356255, -0.427421, -0.115514], [5.349858, 4.295220, -1.480587], [4.525502, 3.100477, -1.065457], [5.102292, 1.971440, -0.491009], [4.367363, 0.849895, -0.124040], [4.996028, -0.249356, 0.680205], [4.454165, -0.669215, 1.677941], [6.336944, -0.783678, 0.264303], [7.068732, -1.513282, 1.199393], [8.306702, -2.037397, 0.868250], [8.823455, -1.842286, -0.408045], [8.092568, -1.133727, -1.349932], [6.851539, -0.608325, -1.017423], [2.965546, 0.817380, -0.336995], [2.270621, -0.267195, -0.137923], [2.373281, 2.021370, -0.825534], [3.147258, 3.109642, -1.208606], [0.912956, 1.955941, -0.948524], [0.160858, 1.618198, 0.060885], [0.632811, 1.846103, 1.441932], [0.710925, 3.347045, 1.755270], [-0.938641, 4.489663, 0.953202], [0.345442, 5.567114, -0.349450], [0.002508, 5.701894, -1.693463], [0.859061, 6.342460, -2.581030], [2.070637, 6.855277, -2.137157], [2.411867, 6.741065, -0.795192], [1.552113, 6.109147, 0.094064], [0.260050, 2.095372, -2.263300], [-1.123013, 2.300714, -2.317963], [-1.745095, 2.485235, -3.541314], [-0.999258, 2.462937, -4.714821], [0.372644, 2.248015, -4.666271], [1.002680, 2.064703, -3.446313], [6.403434, 4.145683, -1.246580], [5.010421, 5.201016, -0.972637], [5.259374, 4.477163, -2.553565], [6.168472, 1.977211, -0.285096], [6.642484, -1.659975, 2.183298], [8.870092, -2.598755, 1.603082], [9.791114, -2.251855, -0.670417], [8.489531, -0.991234, -2.347407], [6.271560, -0.080317, -1.763521], [2.647204, 3.999978, -1.585773], [1.610814, 1.400234, 1.645473], [-0.102888, 1.374767, 2.097991], [1.600591, 3.765519, 1.286743], [0.777199, 3.493750, 2.831265], [-0.934639, 5.290101, -2.052043], [0.580868, 6.431385, -3.624244], [2.743144, 7.344898, -2.830219], [3.347481, 7.152893, -0.435632], [1.825066, 6.047454, 1.141163], [-1.682336, 2.359534, -1.389723], [-2.813789, 2.657172, -3.579836], [-1.485565, 2.627996, -5.668764], [0.949488, 2.217979, -5.581825], [2.069816, 1.889083, -3.403673], [-2.954903, 2.005282, 0.524150], [-2.925431, 0.521724, 0.299008], [-4.662147, 0.035280, -0.071993], [-5.171887, -0.840735, 1.066455], [-4.480174, -0.330926, 2.326419], [-3.010569, -0.254892, 1.949293], [-4.685831, -0.455670, -1.044994], [-5.183136, 0.990227, -0.134002], [-4.894601, -1.883273, 0.891551], [-6.258588, -0.792993, 1.151599], [-4.641486, -0.993375, 3.177200], [-4.847652, 0.664734, 2.584675], [-2.563733, -1.246304, 1.863909], [-2.403330, 0.368366, 2.605872], [1.625099, -4.055988, -3.393430], [1.547284, -4.726405, -2.178752], [0.904317, -4.161565, -1.087831], [0.317149, -2.893256, -1.188417], [0.388302, -2.235577, -2.424836], [1.038060, -2.804845, -3.507863], [-0.273020, -2.211340, -0.110636], [-0.660959, -2.894448, 1.047387], [-0.305437, -2.400063, 2.306798], [-0.751256, -3.007931, 3.472290], [-1.566685, -4.127732, 3.406315], [-1.914293, -4.640390, 2.160048], [-1.466207, -4.039727, 0.994189], [2.148589, -4.494893, -4.233495], [2.010339, -5.700491, -2.071075], [0.892416, -4.681531, -0.139146], [-0.081304, -1.258069, -2.527013], [1.080106, -2.267599, -4.447754], [0.354587, -1.537418, 2.355006], [-0.441217, -2.619100, 4.435136], [-1.918222, -4.603834, 4.313106], [-2.552212, -5.514494, 2.098014], [-1.735754, -4.449655, 0.027980]], "atomic_forces_ev_per_a": [[0.16, -0.22, -0.09], [-0.12, -0.06, 0.06], [0.09, 0.16, 0.02], [0.00, -0.06, 0.07], [-0.20, -0.01, 0.11], [0.06, 0.04, -0.20], [-0.01, 0.00, 0.06], [0.03, -0.04, -0.02], [0.01, 0.02, 0.02], [-0.01, 0.02, -0.02], [-0.02, -0.01, 0.03], [0.01, 0.00, -0.03], [-0.04, -0.03, 0.00], [-0.02, 0.02, -0.12], [0.34, 0.12, 0.15], [0.11, 0.02, 0.09], [-0.15, 0.05, 0.02], [0.01, -0.01, -0.06], [-0.12, -0.04, 0.10], [-0.01, 0.26, -0.07], [-0.15, -0.36, -0.14], [0.33, 0.35, -0.02], [0.05, 0.04, 0.05], [-0.03, -0.06, 0.04], [0.02, 0.03, 0.01], [-0.03, -0.04, 0.03], [-0.04, -0.01, 0.00], [-0.03, 0.05, -0.03], [0.00, -0.09, -0.10], [-0.01, 0.07, 0.08], [0.01, -0.05, -0.03], [0.02, 0.04, 0.04], [-0.02, -0.03, -0.03], [0.01, -0.01, 0.06], [0.00, 0.01, -0.01], [0.04, -0.03, 0.00], [0.05, 0.00, 0.00], [-0.01, -0.02, -0.06], [0.01, 0.01, -0.01], [-0.01, 0.01, -0.02], [-0.01, 0.01, 0.01], [-0.03, -0.02, 0.01], [0.02, 0.02, 0.02], [0.04, -0.08, -0.04], [-0.02, -0.08, 0.00], [0.02, 0.00, 0.00], [-0.03, 0.05, 0.03], [-0.01, 0.04, -0.02], [0.07, -0.02, -0.02], [0.00, -0.01, 0.02], [-0.01, 0.00, 0.01], [-0.02, 0.00, 0.00], [-0.01, -0.01, -0.02], [0.02, 0.02, -0.02], [0.02, 0.01, 0.00], [0.00, -0.04, 0.02], [0.00, 0.02, 0.02], [0.00, 0.01, 0.00], [-0.13, -0.31, -0.05], [-0.24, 0.23, 0.29], [0.15, -0.21, -0.17], [-0.05, 0.05, 0.09], [0.01, -0.03, -0.03], [0.00, 0.04, -0.09], [-0.02, 0.04, 0.01], [0.04, 0.05, 0.02], [-0.01, 0.01, 0.02], [0.01, -0.01, -0.07], [0.02, 0.03, 0.03], [-0.02, -0.02, 0.02], [-0.01, -0.02, 0.03], [0.05, -0.04, -0.03], [0.04, -0.05, -0.02], [-0.05, 0.04, 0.01], [0.01, 0.06, 0.00], [-0.18, 0.01, 0.04], [0.02, -0.05, 0.07], [0.00, 0.06, 0.04], [0.08, -0.09, -0.06], [0.04, 0.08, -0.05], [0.01, -0.05, -0.08], [0.00, 0.02, -0.03], [-0.02, -0.02, 0.01], [0.00, 0.04, -0.01], [0.00, -0.02, 0.04], [-0.05, -0.01, 0.02], [-0.01, 0.03, 0.01], [-0.02, -0.02, -0.01], [-0.05, -0.01, -0.05], [0.01, 0.01, 0.02], [0.04, -0.02, 0.06], [-0.03, 0.03, -0.04], [0.02, 0.00, -0.03], [0.04, 0.01, -0.01], [-0.03, 0.04, 0.02]]}